Computed, not measured: C4H64BaCaF3O39S2V as an isolated structure in a non-equilibrium geometry, with ωB97M-V/def2-TZVPD.

Values from the calculation:
HOMO level (alpha / beta) = -9.7 / -11.2 eV
lowest unoccupied orbital energy (alpha / beta) = -0.0964 / -0.0964 hartree

ORCA input file:
```
! RIJCOSX wB97M-V def2-TZVPD def2/J DEFGRID3
* xyz 1 4
V -17.21952 -4.09558 7.80927
Ca -20.88823 -1.73076 10.98949
Ba -16.19961 -0.99654 10.46068
C -14.00011 -2.41546 7.98827
O -13.65200 -1.54235 9.06869
O -15.38846 -2.65413 8.27834
C -13.54842 -1.75933 6.57577
F -14.15611 -0.60187 6.29773
F -12.18890 -1.58250 6.54445
F -13.78520 -2.53523 5.49134
C -12.33846 -1.35262 9.63438
C -11.48687 -2.62186 9.96116
H -10.44886 -2.40012 10.20908
H -11.94817 -3.23032 10.73904
H -11.59205 -3.27386 9.09403
H -12.41295 -0.65368 10.46747
H -11.77318 -0.74202 8.93028
H -13.44546 -3.35211 8.04444
S -19.07684 -1.24235 7.92226
O -19.65900 -0.56632 6.79328
O -18.34651 -0.29086 8.70950
O -20.10407 -1.74111 8.79035
O -18.18765 -2.30813 7.46811
S -18.61211 -3.60241 10.96096
O -17.68917 -3.86914 9.87385
O -19.96100 -4.02722 10.61133
O -18.17044 -4.23681 12.21371
O -18.69546 -2.17659 11.23052
O -19.73285 -7.68251 9.16095
H -20.21074 -6.85361 9.18866
H -20.40590 -8.34206 8.99288
O -19.18097 -4.27236 17.63187
H -19.69877 -3.96961 16.88592
H -18.33413 -4.51127 17.25503
O -20.44408 1.36706 14.27949
H -19.57069 1.70341 14.07880
H -21.03547 2.08514 14.05396
O -16.45095 -4.94676 5.98961
H -15.60448 -4.76524 5.58123
H -16.80652 -5.68092 5.48880
O -22.49157 -0.43216 9.56844
H -23.40125 -0.14656 9.65293
H -22.10523 0.17949 8.94165
O -18.44836 2.06831 7.83390
H -18.51994 1.16950 8.15524
H -18.43622 1.98213 6.88067
O -22.99327 -4.94472 5.96494
H -22.75511 -4.32390 6.65350
H -22.51398 -5.74336 6.18562
O -19.94598 0.40806 10.78544
H -19.85105 1.34034 10.98058
H -19.35789 0.25666 10.04554
O -16.28993 -5.94040 8.64376
H -15.73274 -6.10757 9.40391
H -16.35747 -6.78825 8.20462
O -17.85875 -2.37806 14.17971
H -17.97459 -3.03319 13.49151
H -17.56060 -2.87820 14.93943
O -15.80757 -8.03731 13.23495
H -16.43464 -7.74766 12.57228
H -15.01517 -8.24641 12.74036
O -21.94961 -2.79747 7.06206
H -21.47238 -2.43749 7.80966
H -22.31013 -2.03115 6.61596
O -19.09516 -5.04552 7.23682
H -19.43651 -4.99043 6.34425
H -19.87267 -5.15160 7.78497
O -14.41155 -5.78416 11.41529
H -15.12967 -5.37276 11.89619
H -13.64589 -5.66223 11.97666
O -17.18700 -1.87146 4.81887
H -17.48332 -1.90086 5.72857
H -16.95837 -0.95388 4.67049
O -16.49606 1.58531 10.00959
H -16.46143 2.47843 10.35218
H -17.30225 1.55703 9.49432
O -24.61352 -4.94717 11.81567
H -24.46524 -5.40462 12.64331
H -25.55731 -4.78889 11.79469
O -15.38055 -5.64707 14.70408
H -14.81865 -5.95117 15.41683
H -15.60326 -6.44133 14.21849
O -19.42774 -5.46211 14.30641
H -19.03521 -6.31793 14.47883
H -18.91071 -5.10170 13.58598
O -16.58880 -3.87536 16.38486
H -16.15460 -4.34779 15.67457
H -15.91321 -3.77687 17.05575
O -22.10753 -0.44665 12.50985
H -23.01382 -0.15412 12.41346
H -21.77685 0.04108 13.26417
O -17.38220 -0.14629 12.71011
H -17.84558 -0.94828 12.95161
H -17.19049 0.28079 13.54503
O -21.37115 -4.73302 15.87981
H -20.75638 -5.07575 15.23110
H -21.79321 -5.51074 16.24484
O -23.96991 -5.50064 9.03674
H -23.96658 -5.13982 9.92333
H -24.32592 -6.38336 9.13823
O -15.60631 -3.09765 12.13199
H -16.36008 -3.68377 12.19926
H -15.05616 -3.32728 12.88088
O -21.20383 -5.47259 9.06905
H -20.85393 -4.95669 9.79544
H -22.12232 -5.20996 9.00871
O -20.92268 -2.79182 13.16747
H -21.28614 -2.52450 14.01168
H -20.37155 -3.54728 13.37187
O -17.99770 -6.81548 11.60985
H -18.47666 -6.92605 10.78850
H -17.87118 -5.86995 11.68846
O -22.99007 -2.98659 11.02442
H -23.59520 -2.50967 10.45645
H -23.51822 -3.69094 11.40015
*
```



Computed, not measured: C20H24B2MgNO25 as an isolated structure in a non-equilibrium geometry, with ωB97M-V/def2-TZVPD.

Values from the calculation:
HOMO level (alpha / beta) = -8.8 / -8.8 eV
lowest unoccupied orbital energy (alpha / beta) = -0.1007 / -0.2510 hartree

ORCA input file:
```
! RIJCOSX wB97M-V def2-TZVPD def2/J DEFGRID3
* xyz 0 2
Mg -0.62289 -0.99160 0.34590
O 2.30159 3.75333 -4.88531
C 1.25361 3.60043 -4.24228
O 0.59195 2.49374 -3.95526
B -0.58239 2.79412 -3.13173
O -0.53859 4.25775 -2.94737
C 0.47830 4.75202 -3.66956
O 0.76839 5.95682 -3.79400
O -0.40978 2.03819 -1.91005
C -1.28671 1.05294 -1.90686
O -1.34407 0.07237 -1.17290
C -2.25734 1.24197 -3.10488
O -1.82073 2.29783 -3.73202
O -3.20469 0.56682 -3.48756
O 4.99206 4.02435 -1.56718
C 3.99215 3.91374 -0.84876
O 3.63329 2.89650 -0.15791
B 2.37348 3.09650 0.55622
O 2.05377 4.48125 0.21300
C 2.92007 5.06854 -0.57221
O 2.97277 6.22678 -0.99634
O 1.31327 2.13472 0.22848
C 0.82519 1.61579 1.27776
O 0.03358 0.67892 1.32031
C 1.58470 2.19316 2.46360
O 2.51336 3.05503 2.00240
O 1.47083 1.79923 3.62362
N -1.51493 -3.68462 -1.11093
O -0.60236 -4.48406 -1.19789
O -2.64766 -3.80877 -1.58733
O -1.35866 -2.68075 -0.39453
O 0.01561 -1.98071 1.92013
C 0.33116 -2.87987 2.74544
O 0.66520 -2.68896 4.06711
C 0.56253 -1.35420 4.64153
C 0.93762 -1.36461 6.05982
C 0.47268 -4.30759 2.28391
H -0.47348 -1.02028 4.58445
H 1.19349 -0.73412 4.00473
H 0.95878 -0.36598 6.49615
H 1.89609 -1.88311 6.03534
H 0.17899 -1.92260 6.60865
H 0.51975 -4.46700 1.20665
H -0.43067 -4.72366 2.72994
H 1.33086 -4.83801 2.69655
O 1.05099 -1.19720 -0.48592
C 2.00175 -1.58998 -1.18293
O 2.73765 -0.93914 -2.02109
C 2.62375 0.41440 -2.44743
C 3.78452 0.73892 -3.33097
C 2.43101 -3.05159 -1.15553
H 2.69651 0.98896 -1.52403
H 1.64132 0.61682 -2.87400
H 4.61375 0.82295 -2.62853
H 3.69325 1.72587 -3.78449
H 3.91994 -0.04083 -4.08046
H 1.87339 -3.63990 -0.42680
H 3.49017 -3.24635 -0.98713
H 2.25539 -3.48712 -2.13918
O -2.50066 -0.71064 1.28638
C -3.60760 -0.86009 1.74000
O -4.77172 -0.93394 0.99520
C -4.77337 -1.00513 -0.46403
C -6.14637 -1.05022 -1.08233
C -3.72098 -1.01837 3.25299
H -4.20435 -1.82353 -0.90509
H -4.25876 -0.08736 -0.74860
H -6.88738 -0.31716 -0.76351
H -6.67102 -1.96231 -0.79783
H -6.03816 -1.06032 -2.16689
H -4.65758 -0.61391 3.63678
H -2.95388 -0.48486 3.81426
H -3.66170 -2.07029 3.53234
*
```



Computed, not measured: a 9-piece molecular cluster, C45H58B2F4N9O7S overall in a non-equilibrium geometry, with ωB97M-V/def2-TZVPD.

Values from the calculation:
HOMO level = -9.5 eV
lowest unoccupied orbital energy = -0.1997 hartree

ORCA input file:
```
! RIJCOSX wB97M-V def2-TZVPD def2/J DEFGRID3
* xyz 1 1
C 4.34460 -0.93848 -1.21017
C 2.99470 -0.07094 -1.15733
B 1.75991 -1.05104 -1.38027
O 1.95221 -2.41350 -1.08555
N 0.37809 -0.60955 -1.91060
C 0.25885 -0.68461 -3.29075
C 1.41516 -1.14127 -4.25875
C 2.47155 0.02231 -4.52767
O 2.09932 0.91852 -5.20961
F 3.75306 -0.01238 -4.04830
C -0.99579 -0.29370 -3.94119
C -2.12943 0.13360 -3.10510
C -3.41625 0.53580 -3.91998
B -3.57177 2.15044 -3.86403
O -4.81983 2.72658 -3.44763
O -2.51458 3.00762 -4.21647
C -2.00415 0.17753 -1.62268
C -3.19477 0.59421 -0.69552
O -4.48908 0.51355 -1.24728
C -5.13290 -0.75581 -0.98431
C -0.67439 -0.18788 -1.06804
S -0.28405 -0.12560 0.72032
O 0.82834 0.78387 1.03221
O -1.39168 0.40215 1.53744
C 0.00310 -1.84592 1.46228
F -0.81169 -2.04445 2.52078
F 1.30333 -2.04531 1.77796
F -0.42618 -2.74898 0.48332
H 4.33048 -1.73497 -0.40736
H 5.23166 -0.27996 -0.97352
H 4.48121 -1.47298 -2.18430
H 3.02488 0.79721 -1.88149
H 3.01264 0.40898 -0.13006
H 1.32881 -2.94717 -1.62118
H 0.95679 -1.32088 -5.27502
H 1.89317 -2.11497 -3.97207
H -1.08440 -0.34742 -5.05837
H -4.33491 -0.00131 -3.56061
H -3.29766 0.26779 -5.01264
H -4.72874 2.81723 -2.47340
H -2.67653 3.88392 -3.81561
H -3.18839 -0.13787 0.17368
H -2.98508 1.60852 -0.23967
H -5.97370 -0.85021 -1.73128
H -4.36327 -1.57531 -1.10740
H -5.54233 -0.74680 0.06601
N -6.63820 4.69207 -4.83342
C -6.96166 4.33123 -6.11344
C -7.90854 5.20999 -6.57505
C -8.16256 6.14050 -5.53598
C -7.36252 5.79722 -4.47592
H -5.97002 4.21775 -4.24661
H -6.49237 3.48153 -6.58360
H -8.36702 5.18758 -7.55138
H -8.85337 6.96873 -5.56240
H -7.24726 6.24199 -3.50019
N -3.97098 -4.96693 -0.02217
C -4.63805 -5.00617 -1.21948
C -5.78379 -5.73805 -1.04146
C -5.81449 -6.15242 0.31508
C -4.68632 -5.66022 0.91933
H -3.09500 -4.50201 0.14005
H -4.23860 -4.51227 -2.09147
H -6.51958 -5.95158 -1.80100
H -6.57828 -6.74438 0.79437
H -4.32997 -5.74346 1.93417
N 7.44335 2.98629 0.18350
C 6.30422 2.84290 -0.55977
C 5.23403 2.86899 0.29889
C 5.74785 3.04032 1.60968
C 7.11306 3.11219 1.50555
H 8.37948 2.99824 -0.18457
H 6.35326 2.73371 -1.63168
H 4.19622 2.77668 0.01659
H 5.18085 3.10434 2.52537
H 7.87686 3.24015 2.25608
N 9.77265 3.45987 4.49315
C 9.19827 2.57724 5.36882
C 10.11117 1.58846 5.63126
C 11.28362 1.88746 4.89027
C 11.04598 3.04788 4.20078
H 9.32894 4.28283 4.12295
H 8.19237 2.72874 5.72661
H 9.95515 0.74397 6.28410
H 12.19837 1.31613 4.86620
H 11.66966 3.61487 3.52841
N 12.57074 5.83207 1.53187
C 13.38930 6.20084 0.49879
C 12.83629 5.73509 -0.66608
C 11.63463 5.06397 -0.32419
C 11.49626 5.14278 1.03780
H 12.73345 6.03665 2.50294
H 14.29266 6.76004 0.68206
H 13.24836 5.86317 -1.65469
H 10.94852 4.57860 -1.00111
H 10.72908 4.76836 1.69664
N -2.99244 0.37363 6.51853
C -2.14983 0.74942 5.50719
C -2.66998 0.28150 4.32744
C -3.87641 -0.39821 4.63967
C -4.04919 -0.32161 5.99818
H -2.85610 0.57778 7.49371
H -1.25504 1.31441 5.71444
H -2.23401 0.41308 3.34849
H -4.54320 -0.88790 3.94632
H -4.82983 -0.70159 6.63765
N -8.86000 -1.82039 1.02023
C -8.37974 -2.66765 0.05708
C -9.34737 -2.80668 -0.90456
C -10.45209 -2.00845 -0.51034
C -10.12112 -1.41064 0.67840
H -8.36400 -1.54188 1.84907
H -7.39330 -3.09827 0.14117
H -9.27042 -3.41346 -1.79348
H -11.38437 -1.88607 -1.03905
H -10.67224 -0.73222 1.30977
N -1.55738 -6.95558 2.29547
C -0.71899 -7.22047 3.34709
C -0.93914 -8.51282 3.74618
C -1.94422 -9.05171 2.90096
C -2.30385 -8.06977 2.01526
H -1.61504 -6.08093 1.80584
H -0.04232 -6.46747 3.71881
H -0.43393 -9.01713 4.55494
H -2.35633 -10.04790 2.93842
H -3.02447 -8.06555 1.21274
*
```



Computed, not measured: C6H10 as an isolated structure, with ωB97M-V/def2-TZVPD.

Values from the calculation:
HOMO level = -7.7 eV
lowest unoccupied orbital energy = 0.0380 hartree
relative energy (zero: lowest compared OMol25 entry of this formula, charge and spin) = 440.22 kJ/mol

ORCA input file:
```
! RIJCOSX wB97M-V def2-TZVPD def2/J DEFGRID3
* xyz 0 1
C -0.86410 -0.92806 1.42696
C -0.71915 0.40033 0.71019
C 0.64002 1.00671 0.59055
C 1.61772 0.02711 -1.14320
C 0.34335 -0.68083 -1.50862
C -0.25330 0.44457 -0.71576
H -0.91614 -0.77305 2.51294
H -1.77538 -1.45127 1.10759
H -0.00627 -1.58134 1.22395
H -1.53200 1.10383 0.89937
H 0.73281 2.09132 0.57712
H 1.45131 0.49015 1.08919
H 1.70013 0.89348 -1.83551
H 0.20775 -1.68215 -1.08299
H -0.01537 -0.64711 -2.54462
H -0.61137 1.28632 -1.30715
*
```



Computed, not measured: C16H35AuN5Si2 as an isolated structure, with ωB97M-V/def2-TZVPD.

Values from the calculation:
HOMO level (alpha / beta) = -9.8 / -10.7 eV
lowest unoccupied orbital energy (alpha / beta) = -0.0822 / -0.1432 hartree
relative energy (zero: lowest compared OMol25 entry of this formula, charge and spin) = 0.00 kJ/mol

ORCA input file:
```
! RIJCOSX wB97M-V def2-TZVPD def2/J DEFGRID3
* xyz 1 3
Au -0.36468 -0.05680 -0.73400
N -1.97456 1.14407 -1.90339
C -3.36536 0.74089 -1.70290
C -3.59909 0.28953 -0.25373
N -2.59305 -0.65160 0.22242
C -2.79544 -2.05665 -0.10129
C -2.53691 -2.36515 -1.57911
N -1.28930 -1.74513 -2.02883
H -1.76138 1.20194 -2.89224
H -1.81188 2.06047 -1.50053
H -4.06276 1.56324 -1.90926
H -3.59673 -0.06069 -2.40203
H -3.54043 1.17279 0.38576
H -4.61342 -0.12592 -0.17735
H -2.52474 -0.56974 1.23044
H -2.08316 -2.62591 0.50033
H -3.81099 -2.39208 0.14709
H -2.50427 -3.45511 -1.68907
H -3.37309 -2.01537 -2.18421
H -0.53471 -2.41749 -1.95812
H -1.35775 -1.45334 -2.99429
C 1.02907 -3.73050 -1.28415
Si 1.78862 -2.76295 0.17402
C 1.12117 -3.65367 1.73246
C 3.65432 -2.88604 -0.22315
N 1.26376 -1.07913 0.28399
C 1.80332 -0.25886 1.19910
C 2.77386 -0.69305 2.12936
C 3.31885 0.15199 3.05619
C 2.87320 1.47958 3.14748
C 1.93180 1.94201 2.27213
C 1.40818 1.12780 1.24254
N 0.57674 1.60485 0.31434
Si 0.24061 3.29333 -0.05236
C -1.55984 3.59340 0.53047
C 0.53141 3.44749 -1.93552
C 1.25496 4.71335 0.71880
H 1.56030 -4.67364 -1.36094
H 1.16095 -3.22897 -2.23804
H -0.01366 -3.98494 -1.12300
H 1.07638 -4.72710 1.57769
H 0.11392 -3.31063 1.95742
H 1.72363 -3.47699 2.61687
H 3.94881 -3.93064 -0.27287
H 4.31237 -2.39640 0.48586
H 3.85191 -2.44507 -1.19832
H 3.07831 -1.72300 2.11362
H 4.06919 -0.21348 3.74126
H 3.25653 2.12510 3.92259
H 1.55393 2.94297 2.36875
H -2.32801 3.29334 -0.17513
H -1.71741 4.64980 0.72215
H -1.75100 3.06295 1.45938
H 0.41918 2.51007 -2.47010
H 1.54305 3.79818 -2.11695
H -0.13408 4.17760 -2.38314
H 0.93250 4.95190 1.72997
H 1.10453 5.61063 0.12144
H 2.32233 4.51679 0.74013
*
```



Computed, not measured: C2H2N2O2S as an isolated structure in a non-equilibrium geometry, with ωB97M-V/def2-TZVPD.

Values from the calculation:
HOMO level (alpha / beta) = -8.5 / -8.5 eV
lowest unoccupied orbital energy (alpha / beta) = -0.0603 / -0.0601 hartree
relative energy (zero: lowest compared OMol25 entry of this formula, charge and spin) = 438.55 kJ/mol

ORCA input file:
```
! RIJCOSX wB97M-V def2-TZVPD def2/J DEFGRID3
* xyz 0 1
C 0.52179 0.96005 1.91141
C -1.89983 -0.00910 -0.65965
N -0.74845 -0.07245 -0.99331
N 0.54571 1.85336 1.09852
O 0.55492 2.88381 0.51832
O -2.83507 0.35736 -0.07542
S 0.03935 1.69501 3.37989
H 0.92637 -0.12091 1.84995
H -0.06203 -0.63139 -1.41454
*
```



Computed, not measured: a 2-piece molecular cluster, C3H9S overall in a non-equilibrium geometry, with ωB97M-V/def2-TZVPD.

Values from the calculation:
HOMO level = -2.5 eV
lowest unoccupied orbital energy = 0.1501 hartree
relative energy (zero: lowest compared OMol25 entry of this formula, charge and spin) = 62.18 kJ/mol

ORCA input file:
```
! RIJCOSX wB97M-V def2-TZVPD def2/J DEFGRID3
* xyz -1 1
S -3.12385 0.45181 1.20384
H -3.26513 -0.69608 0.46424
C 0.58369 0.74397 -1.18439
C 0.88804 0.42251 0.27707
C 0.40781 -1.04005 0.56785
H -0.41527 0.49338 -1.38790
H 0.53717 1.79874 -1.52379
H 1.28617 0.32653 -1.85717
H 1.99134 0.64167 0.68568
H 0.29599 1.00368 0.86802
H 0.83355 -1.32400 1.53462
H 0.64091 -1.70163 -0.30861
H -0.66042 -1.12053 0.66056
*
```



Computed, not measured: C3H2BrCl2O2 as an isolated structure in a non-equilibrium geometry, with ωB97M-V/def2-TZVPD.

Values from the calculation:
HOMO level = -4.7 eV
lowest unoccupied orbital energy = 0.1117 hartree
relative energy (zero: lowest compared OMol25 entry of this formula, charge and spin) = 0.00 kJ/mol

ORCA input file:
```
! RIJCOSX wB97M-V def2-TZVPD def2/J DEFGRID3
* xyz -1 1
C -2.54818 1.59288 1.20893
C 0.69494 -0.28590 0.42122
C 1.45661 0.69263 -0.07622
O -1.60414 1.12760 1.76061
O -3.38493 2.37468 1.11299
Cl 1.22686 1.51075 -1.50789
Cl 2.98672 1.20914 0.76939
Br -2.56902 0.42452 -1.00863
H -0.28050 -0.51689 -0.02896
H 0.89539 -0.81069 1.41586
*
```